Entry 1:
Entry from the Open Molecules 2025 dataset: the molecule C3H4O at a distorted geometry (ωB97M-V/def2-TZVPD).

The geometry in XYZ format:
```
8
Properties=species:S:1:pos:R:3:forces:R:3:nbo_charge:R:1
C -0.824 -0.332 -0.017 1.522 2.838 -0.008 -0.383
C 1.013 0.333 0.614 -1.055 0.225 -1.651 -0.004
C 0.276 0.440 -0.654 -3.023 0.164 1.107 0.017
O 1.493 -0.305 -0.561 -0.334 -0.294 -0.101 -0.477
H -1.038 -1.325 -0.016 0.989 -3.206 -0.265 0.201
H -1.738 0.077 0.415 0.402 1.239 -0.406 0.200
H 0.832 -0.185 1.534 0.117 -0.330 0.653 0.229
H -0.015 1.297 -1.315 1.382 -0.635 0.672 0.217
```
Positions in Å, forces in eV/Å.

## Properties
Energy above the lowest of the compared OMol25 structures with the same formula, charge and spin = 108.65 kcal/mol

Entry 2:
Entry from the Open Molecules 2025 dataset: a cluster of 6 separate species, C3H19O6 in total at a distorted geometry (ωB97M-V/def2-TZVPD).

The geometry in XYZ format:
```
28
Properties=species:S:1:pos:R:3:forces:R:3:nbo_charge:R:1
O 0.937 -0.963 -0.661 0.888 0.934 -1.242 -0.835
H 0.564 -1.348 -1.457 -0.288 -0.695 -0.915 0.546
H 1.426 -1.619 -0.160 0.686 -1.697 1.099 0.543
H 0.244 -0.568 -0.126 -1.327 1.138 0.901 0.555
O 0.611 -2.881 -3.063 -0.078 0.364 0.317 -0.978
H 1.365 -3.394 -3.353 0.339 -0.127 0.047 0.482
H -0.077 -3.088 -3.696 -0.296 0.000 -0.137 0.479
O -2.097 -0.210 2.401 -0.580 0.247 -0.514 -0.977
H -1.208 -0.560 2.333 0.802 -0.384 0.204 0.494
H -2.067 0.376 3.157 0.012 0.130 0.271 0.472
O 1.608 -3.200 0.639 0.037 0.343 -1.031 -1.130
H 1.225 -4.066 0.780 -0.344 -0.483 -0.066 0.474
H 1.951 -2.947 1.496 0.468 0.353 1.029 0.380
O 0.924 -0.509 2.154 -1.340 0.019 -0.938 -1.267
H 1.099 0.422 2.293 0.272 0.782 0.141 0.440
H 1.597 -0.958 2.665 0.846 -0.741 0.632 0.338
C -0.838 2.752 0.592 0.466 0.506 1.487 -0.645
C -1.061 1.902 -0.612 -0.388 1.056 -1.297 0.088
C -0.024 2.085 -1.689 1.332 0.966 -0.533 -0.649
O -1.133 0.574 -0.245 0.235 -1.773 0.327 -0.767
H -0.570 3.793 0.417 -0.287 -0.010 -0.310 0.226
H -0.068 2.370 1.263 0.482 -0.254 -0.328 0.200
H -1.714 2.699 1.239 -0.324 0.304 -0.141 0.211
H -2.051 2.191 -0.964 -0.132 0.061 -0.579 0.159
H -0.128 3.048 -2.190 -0.206 0.296 0.308 0.220
H 0.124 1.433 -2.550 -0.922 -0.772 0.319 0.222
H 0.974 2.108 -1.251 0.107 0.035 0.303 0.210
H -1.613 0.560 0.586 -0.462 -0.598 0.646 0.510
```
Positions in Å, forces in eV/Å.

## Properties
Spin multiplicity = 2
Calculated total energy = -15700.7150 eV

Entry 3:
Entry from the Open Molecules 2025 dataset: a structure of composition C28H26AsFKOS (ωB97M-V/def2-TZVPD).

The geometry in XYZ format:
```
59
Properties=species:S:1:pos:R:3:forces:R:3:nbo_charge:R:1
K 0.586 0.416 -0.539 0.298 0.099 0.069 0.970
S -4.581 0.087 1.159 0.006 0.055 -0.021 0.057
C -3.828 -1.127 -0.008 0.042 0.007 0.099 -0.150
C -5.090 -1.600 0.638 0.017 -0.014 0.092 -0.337
C -6.293 -1.746 -0.187 -0.007 0.037 -0.051 -0.176
C -6.280 -1.370 -1.471 -0.117 -0.069 0.107 -0.215
C -5.074 -0.876 -2.101 0.097 0.083 -0.089 -0.262
C -3.907 -0.763 -1.441 -0.106 -0.004 -0.258 -0.238
As -2.215 -0.356 -2.381 -0.145 -0.190 0.063 0.985
C -3.040 -0.119 -4.181 -0.038 0.049 -0.048 -0.352
C -3.697 1.033 -4.616 0.033 -0.040 -0.022 -0.229
C -4.248 1.104 -5.889 0.000 -0.012 0.014 -0.218
C -4.155 0.019 -6.751 0.001 0.008 0.004 -0.231
C -3.504 -1.133 -6.335 0.013 -0.007 0.028 -0.227
C -2.949 -1.194 -5.062 -0.007 0.024 -0.008 -0.170
C -2.047 1.564 -2.048 -0.008 0.011 0.079 -0.344
C -0.987 2.242 -2.648 -0.027 -0.019 0.024 -0.244
C -0.819 3.608 -2.460 0.007 -0.018 -0.001 -0.208
C -1.714 4.312 -1.668 -0.018 0.005 0.013 -0.226
C -2.775 3.645 -1.067 0.017 -0.032 -0.032 -0.219
C -2.941 2.278 -1.257 0.019 0.032 0.006 -0.169
H -4.976 -2.291 1.466 -0.023 0.036 -0.036 0.246
H -7.181 -2.168 0.269 0.000 -0.004 -0.007 0.203
H -7.171 -1.465 -2.081 -0.010 -0.006 0.022 0.203
H -5.138 -0.637 -3.154 0.037 -0.001 0.015 0.221
H -3.784 1.882 -3.948 0.000 0.018 -0.006 0.221
H -4.754 2.007 -6.207 0.004 0.003 -0.002 0.204
H -4.585 0.074 -7.744 0.001 -0.002 0.001 0.203
H -3.423 -1.984 -7.001 -0.004 0.005 -0.006 0.202
H -2.436 -2.097 -4.746 0.009 0.000 0.004 0.203
H -0.277 1.704 -3.269 -0.003 -0.007 -0.006 0.218
H 0.019 4.113 -2.922 0.001 0.003 0.009 0.215
H -1.583 5.375 -1.512 0.008 -0.003 -0.001 0.205
H -3.475 4.189 -0.446 -0.002 -0.005 0.004 0.205
H -3.772 1.766 -0.788 -0.006 0.005 0.014 0.223
C -2.457 -4.188 5.650 0.007 0.022 -0.039 -0.620
C -2.455 -3.529 4.295 -0.010 -0.039 0.009 -0.027
C -2.879 -4.208 3.163 -0.017 0.002 -0.003 -0.235
C -2.861 -3.610 1.905 -0.035 -0.039 0.089 -0.024
C -3.345 -4.427 0.730 0.051 -0.030 -0.042 -0.638
C -2.409 -2.290 1.757 0.011 0.073 -0.007 0.041
C -2.425 -1.669 0.360 -0.032 0.055 -0.036 0.082
O -1.498 -0.721 0.097 -0.155 0.023 0.006 -0.959
C -1.977 -1.590 2.895 -0.011 -0.036 0.044 0.007
C -1.444 -0.178 2.866 0.038 -0.038 -0.025 -0.623
C -2.013 -2.225 4.135 0.005 0.033 -0.048 -0.223
H -3.118 -5.055 5.665 0.001 0.001 0.005 0.205
H -2.786 -3.494 6.425 -0.001 -0.006 0.003 0.209
H -1.455 -4.530 5.922 -0.001 -0.003 0.002 0.211
H -3.240 -5.228 3.256 0.003 -0.001 0.001 0.189
H -3.727 -5.388 1.076 -0.003 -0.008 0.007 0.203
H -2.531 -4.621 0.028 -0.020 -0.015 -0.017 0.221
H -4.138 -3.931 0.166 0.068 -0.052 0.022 0.217
H -2.328 -2.528 -0.345 0.059 0.016 0.006 0.137
H -1.995 0.453 2.178 -0.001 -0.001 -0.022 0.247
H -0.405 -0.182 2.534 0.019 0.033 -0.002 0.216
H -1.481 0.252 3.870 -0.008 -0.028 -0.004 0.189
H -1.686 -1.669 5.010 -0.003 0.003 -0.006 0.192
F 2.827 1.120 -0.794 -0.051 -0.012 -0.013 -0.985
```
Positions in Å, forces in eV/Å.

## Properties
Energy above the lowest of the compared OMol25 structures with the same formula, charge and spin = 39.13 kcal/mol
Net charge = -1

Entry 4:
Entry from the Open Molecules 2025 dataset: the molecule C4H5NO2 (ωB97M-V/def2-TZVPD).

The geometry in XYZ format:
```
12
Properties=species:S:1:pos:R:3:forces:R:3:nbo_charge:R:1
N 1.035 1.606 0.503 0.125 0.220 -0.315 -0.790
C 0.321 0.537 0.062 -0.029 -0.008 -0.183 0.080
C -0.937 0.351 -0.365 0.122 0.002 0.162 -0.313
C -1.176 -1.125 -0.261 -0.234 -0.080 -0.121 -0.086
O 0.121 -1.721 -0.425 0.133 -0.008 0.168 -0.473
C 1.035 -0.765 -0.148 0.401 0.009 0.132 0.739
O 2.226 -0.936 -0.171 -0.480 -0.015 0.223 -0.569
H 0.553 2.453 0.752 0.092 -0.170 0.039 0.394
H 1.911 1.409 0.964 -0.066 0.077 -0.228 0.409
H -1.669 1.052 -0.740 -0.069 0.125 0.593 0.225
H -1.901 -1.544 -0.955 0.269 -0.116 -0.213 0.197
H -1.484 -1.375 0.764 -0.265 -0.036 -0.257 0.186
```
Positions in Å, forces in eV/Å.

## Properties
Energy above the lowest of the compared OMol25 structures with the same formula, charge and spin = 16.93 kcal/mol

Entry 5:
Entry from the Open Molecules 2025 dataset: a structure of composition C14H22NO10P2PtTe at a distorted geometry (ωB97M-V/def2-TZVPD).

The geometry in XYZ format:
```
51
Properties=species:S:1:pos:R:3:forces:R:3:nbo_charge:R:1
Pt 0.297 0.887 -0.189 -0.117 -0.131 -0.430 0.922
O 7.143 -0.121 -1.013 0.171 0.312 -0.491 -0.709
C 6.638 0.999 -0.840 -0.075 -0.377 1.486 0.721
O 7.070 2.107 -0.496 0.198 -0.025 -0.565 -0.694
C 5.089 0.928 -0.763 -0.266 0.154 -0.528 0.018
C 4.431 -0.271 -1.029 -0.028 0.113 0.061 -0.212
C 3.060 -0.326 -0.926 -0.070 0.069 0.044 0.029
N 2.349 0.756 -0.571 0.027 -0.183 -0.049 -0.586
C 2.972 1.928 -0.335 0.153 -0.130 0.015 0.041
C 4.335 2.057 -0.426 0.019 -0.162 -0.017 -0.161
C 2.076 3.060 0.034 -0.054 0.174 0.059 0.739
O 2.435 4.184 0.191 -0.100 0.006 0.032 -0.495
O 0.756 2.730 0.181 0.144 0.177 -0.030 -0.713
H 5.032 -1.126 -1.305 0.024 -0.011 -0.008 0.277
H 2.492 -1.224 -1.133 -0.025 0.012 -0.006 0.206
H 4.840 2.994 -0.237 0.022 0.023 0.003 0.292
C -4.954 2.261 -1.876 -0.438 -0.314 0.245 0.362
O -4.859 1.216 -1.245 -1.864 1.159 -0.304 -0.503
P -1.956 1.482 0.046 -0.016 0.517 0.347 1.064
O -2.001 2.810 -0.911 0.111 -0.358 0.090 -0.853
C -1.864 4.096 -0.257 0.023 0.174 -0.039 -0.265
O -2.724 0.482 -1.133 2.370 -0.954 -0.269 -0.754
C -2.189 0.205 -2.462 0.206 -0.121 -0.226 -0.264
H -4.163 2.588 -2.557 0.042 0.093 0.079 0.164
H -5.859 2.865 -1.753 0.074 0.003 -0.127 0.183
H -3.748 0.736 -1.234 -0.356 -0.112 0.145 0.498
H -2.442 4.807 -0.839 -0.031 0.014 -0.027 0.202
H -0.818 4.384 -0.241 -0.026 0.007 0.012 0.233
H -2.253 4.050 0.761 -0.011 -0.005 0.028 0.190
H -2.632 -0.728 -2.794 -0.025 -0.018 0.017 0.227
H -1.113 0.087 -2.399 -0.033 -0.041 0.052 0.217
H -2.428 1.016 -3.145 -0.040 0.081 0.065 0.201
C -4.194 -2.266 1.815 -0.059 0.037 -0.018 -0.632
C -2.726 -2.561 1.938 0.030 -0.004 -0.017 -0.060
O -2.051 -1.948 0.785 -0.134 -0.016 -0.056 -0.837
P -0.507 -1.795 0.726 0.190 0.317 -0.183 2.131
O -0.094 -1.127 -0.590 -0.172 -0.095 0.137 -1.081
Te 0.299 -0.026 2.195 -0.040 -0.208 0.340 0.231
O 0.049 -3.218 0.934 0.208 -0.152 0.117 -0.827
C 1.498 -3.510 1.047 -0.042 -0.002 -0.012 -0.060
C 1.802 -3.968 2.444 -0.009 -0.022 0.039 -0.638
H -4.723 -2.731 2.647 -0.002 0.005 -0.003 0.243
H -4.592 -2.672 0.886 0.002 0.005 0.017 0.227
H -4.376 -1.192 1.848 -0.006 -0.025 -0.002 0.220
H -2.509 -3.627 1.910 0.014 -0.018 -0.008 0.209
H -2.303 -2.128 2.846 0.015 0.012 0.020 0.189
H 2.056 -2.614 0.776 -0.002 0.033 -0.009 0.195
H 1.679 -4.280 0.303 -0.011 -0.018 -0.032 0.220
H 1.622 -3.174 3.171 0.002 -0.006 0.003 0.210
H 2.855 -4.245 2.505 -0.002 0.002 0.002 0.251
H 1.202 -4.838 2.708 0.010 0.008 0.002 0.232
```
Positions in Å, forces in eV/Å.

## Properties
Net charge = +1
Calculated total energy = -65950.3628 eV

Entry 6:
Entry from the Open Molecules 2025 dataset: a cluster of 3 separate species, C20H35F7NO8P2 in total at a distorted geometry (ωB97M-V/def2-TZVPD).

The geometry in XYZ format:
```
73
Properties=species:S:1:pos:R:3:forces:R:3:mulliken_charge:R:1
F 2.130 -2.311 4.428 0.126 0.294 -0.341 -0.239
C 1.237 -2.183 3.428 -0.370 -0.307 0.466 0.200
F 0.966 -3.410 2.954 0.121 0.280 -0.134 -0.208
C 1.731 -1.232 2.289 -0.613 -0.246 -0.366 1.224
F 3.013 -1.394 1.939 -0.240 0.485 0.545 -0.305
F 0.979 -1.555 1.190 0.018 0.111 0.270 -0.324
C 1.368 0.221 2.639 1.291 -0.485 -0.059 -0.391
C 0.088 0.619 2.342 -0.227 -0.098 0.090 -0.202
N -0.303 1.859 2.647 -0.627 0.131 -0.255 0.112
C 0.513 2.751 3.201 0.389 0.795 0.425 -0.398
C 1.807 2.411 3.514 0.330 -0.316 -0.039 -0.807
C 2.268 1.123 3.232 -0.516 0.068 -0.123 0.186
C 3.734 0.798 3.567 0.543 0.772 0.565 0.888
F 4.496 0.826 2.475 -0.322 -0.168 0.063 -0.219
F 3.897 -0.343 4.217 -0.233 0.063 -0.296 -0.177
F 4.179 1.781 4.385 -0.061 -0.274 -0.206 -0.290
H 0.314 -1.756 3.859 0.139 -0.185 -0.188 0.323
H -0.650 -0.030 1.878 0.215 0.128 0.067 0.535
H -1.268 2.119 2.428 0.159 0.191 -0.041 0.144
H 0.183 3.766 3.417 -0.429 -0.393 -0.226 0.423
H 2.437 3.162 3.979 -0.032 -0.234 -0.129 0.549
O 5.534 -3.950 -2.652 -1.772 3.264 0.189 -0.762
P 4.125 -4.426 -2.508 1.370 -7.382 0.036 1.075
O 4.168 -5.290 -1.118 -0.494 0.907 -0.213 -0.278
C 4.233 -4.609 0.132 0.013 0.083 0.198 -0.611
C 2.927 -3.917 0.484 -0.018 -0.173 -0.346 -0.602
O 4.171 -5.668 -3.586 -0.507 0.739 -0.117 -0.403
C 5.177 -5.718 -4.599 0.420 -0.093 -0.114 -0.340
C 6.373 -6.542 -4.162 -0.006 -0.243 0.169 -1.175
O 2.475 -4.432 -2.541 1.226 2.464 -0.195 -0.248
C 1.773 -4.021 -3.741 -0.352 -0.040 -0.249 -0.398
C 1.684 -5.105 -4.805 0.229 0.115 -0.259 -0.917
H 5.062 -3.894 0.120 0.007 -0.029 0.000 0.280
H 4.456 -5.365 0.885 0.053 -0.072 -0.126 0.357
H 2.720 -3.097 -0.207 0.006 0.016 0.041 0.258
H 2.973 -3.515 1.488 0.130 -0.198 0.061 0.248
H 2.091 -4.614 0.419 0.044 -0.038 0.018 0.262
H 5.479 -4.713 -4.895 0.037 0.018 0.177 0.382
H 4.733 -6.176 -5.486 -0.217 -0.039 0.144 0.388
H 6.677 -6.313 -3.140 -0.029 0.241 -0.070 0.278
H 7.226 -6.372 -4.821 -0.041 -0.019 -0.036 0.354
H 6.127 -7.605 -4.179 0.011 0.000 -0.062 0.321
H 2.228 -3.114 -4.145 -0.037 0.022 0.008 0.335
H 0.762 -3.769 -3.420 0.123 0.066 0.231 0.313
H 2.554 -5.087 -5.458 0.040 -0.152 0.073 0.171
H 0.818 -4.931 -5.446 -0.082 0.065 0.163 0.405
H 1.605 -6.095 -4.362 -0.036 0.027 0.059 0.287
O -3.405 3.769 1.049 1.227 -1.314 -3.168 -0.667
P -4.413 4.501 0.210 -3.834 3.974 5.407 1.037
O -4.121 6.065 0.573 0.334 -0.664 -0.843 -0.322
C -2.971 6.716 0.025 0.176 0.233 -0.176 -0.260
C -3.111 6.982 -1.462 -0.026 -0.152 -0.052 -0.996
O -5.731 4.280 1.173 0.177 -0.510 -0.760 -0.392
C -5.767 3.235 2.143 0.076 -0.085 0.358 -0.308
C -5.316 3.723 3.509 0.005 0.215 0.107 -1.189
O -5.372 4.892 -1.061 2.150 -1.927 -0.432 -0.296
C -6.212 3.882 -1.688 -0.456 -0.132 -0.298 -0.349
C -7.511 3.615 -0.943 0.092 -0.301 0.196 -0.907
H -2.076 6.120 0.233 -0.024 0.003 0.028 0.204
H -2.871 7.663 0.556 -0.104 -0.091 0.119 0.335
H -3.129 6.048 -2.029 0.046 0.040 -0.029 0.260
H -2.275 7.582 -1.824 0.001 -0.005 0.042 0.413
H -4.042 7.507 -1.674 0.031 0.043 0.044 0.245
H -5.175 2.380 1.814 0.105 0.095 -0.014 0.336
H -6.798 2.883 2.213 -0.056 0.170 -0.153 0.406
H -4.422 4.344 3.447 0.056 -0.140 -0.164 0.262
H -5.108 2.882 4.174 -0.094 -0.003 -0.001 0.350
H -6.089 4.342 3.965 -0.018 -0.049 0.028 0.341
H -5.643 2.962 -1.827 0.020 0.018 -0.051 0.306
H -6.453 4.274 -2.675 0.265 0.138 0.029 0.321
H -7.377 2.850 -0.180 -0.033 0.120 0.110 0.168
H -8.265 3.229 -1.632 0.087 0.122 -0.131 0.407
H -7.892 4.515 -0.466 0.017 0.043 -0.066 0.292
```
Positions in Å, forces in eV/Å.

## Properties
Net charge = +1
Calculated total energy = -76772.5754 eV